No. 1
Below is a cluster of 9 separate species, C36H72O18 in total, with properties calculated with ωB97M-V/def2-TZVPD.

Maximum force (eV/Å): 4.698
Lowest unoccupied orbital energy (Eh): 0.0092
Structure (SMILES): CCOC(C)=O.CCOC(C)=O.CCOC(C)=O.CCOC(C)=O.CCOC(C)=O.CCOC(C)=O.CCOC(C)=O.CCOC(C)=O.CCOC(C)=O
HOMO-LUMO gap (eV): 10.052
ΔE to the lowest compared entry with this formula, charge and spin (kcal/mol): 99.4
Net charge: 0

Cartesian coordinates (Å):
C  -3.246  -3.385  -4.770
C  -2.098  -3.340  -5.720
O  -2.214  -2.142  -6.478
C  -1.111  -1.485  -6.887
C  -1.389  -0.218  -7.740
O  0.067  -1.761  -6.753
H  -3.111  -4.373  -4.330
H  -4.138  -3.381  -5.397
H  -3.315  -2.557  -4.064
H  -1.116  -3.276  -5.253
H  -2.088  -4.155  -6.445
H  -2.295  0.316  -7.453
H  -1.646  -0.551  -8.746
H  -0.487  0.373  -7.894
C  -4.755  4.747  11.417
C  -4.024  5.687  10.435
O  -4.094  4.946  9.238
C  -3.595  5.528  8.064
C  -4.096  4.945  6.774
O  -2.837  6.517  8.008
H  -4.302  3.804  11.723
H  -5.714  4.416  11.018
H  -4.986  5.268  12.347
H  -4.490  6.654  10.245
H  -2.969  5.772  10.693
H  -5.176  4.800  6.729
H  -3.656  4.050  6.335
H  -3.819  5.662  6.001
C  -2.198  -8.397  0.666
C  -1.927  -7.136  1.452
O  -0.657  -6.596  1.465
C  -0.266  -5.681  0.620
C  1.099  -5.095  0.840
O  -1.004  -5.187  -0.240
H  -1.449  -9.171  0.839
H  -2.237  -8.121  -0.388
H  -3.171  -8.775  0.981
H  -2.669  -6.427  1.084
H  -2.178  -7.303  2.500
H  1.551  -4.903  -0.133
H  1.751  -5.683  1.487
H  1.008  -4.143  1.364
C  5.999  -8.338  -5.479
C  6.105  -7.118  -4.660
O  5.894  -5.967  -5.480
C  5.192  -4.809  -5.067
C  5.516  -3.671  -6.049
O  4.570  -4.686  -4.011
H  6.379  -9.203  -4.935
H  6.566  -8.308  -6.409
H  4.979  -8.556  -5.796
H  5.329  -7.124  -3.894
H  7.141  -7.118  -4.322
H  4.778  -2.879  -5.920
H  5.495  -4.045  -7.073
H  6.494  -3.241  -5.836
C  -1.423  -3.289  5.926
C  -2.962  -3.500  5.865
O  -3.248  -3.274  4.512
C  -4.370  -2.702  4.105
C  -4.421  -2.352  2.597
O  -5.219  -2.291  4.880
H  -1.103  -3.157  6.959
H  -1.309  -2.312  5.455
H  -0.784  -4.062  5.500
H  -3.278  -4.476  6.231
H  -3.482  -2.773  6.488
H  -4.170  -1.292  2.614
H  -5.339  -2.763  2.177
H  -3.679  -2.847  1.970
C  1.623  0.527  -1.917
C  0.246  0.255  -1.409
O  0.279  0.182  0.029
C  -0.005  1.306  0.727
C  -0.054  1.079  2.255
O  -0.027  2.445  0.332
H  1.659  0.572  -3.006
H  2.365  -0.248  -1.725
H  2.080  1.452  -1.568
H  -0.397  1.055  -1.777
H  -0.295  -0.631  -1.743
H  -0.544  1.973  2.641
H  0.953  1.134  2.671
H  -0.513  0.155  2.606
C  6.176  10.853  -0.987
C  5.145  10.404  -2.056
O  4.724  9.058  -1.817
C  3.772  8.554  -2.588
C  3.344  7.101  -2.230
O  3.136  9.089  -3.536
H  5.691  10.927  -0.014
H  6.519  11.799  -1.406
H  7.063  10.223  -0.929
H  4.367  11.167  -2.076
H  5.638  10.325  -3.025
H  2.648  6.684  -2.958
H  2.832  7.152  -1.270
H  4.232  6.478  -2.119
C  10.083  2.945  3.261
C  8.716  3.037  2.501
O  8.029  1.871  2.223
C  6.820  1.730  1.669
C  6.397  0.295  1.577
O  6.147  2.638  1.200
H  10.605  3.901  3.310
H  10.783  2.266  2.775
H  9.861  2.732  4.306
H  8.016  3.762  2.915
H  9.034  3.430  1.536
H  6.698  -0.338  2.412
H  6.875  -0.180  0.720
H  5.312  0.198  1.619
C  -6.477  0.904  -3.306
C  -7.835  0.729  -2.552
O  -8.816  0.344  -3.473
C  -10.084  0.267  -3.115
C  -10.991  -0.123  -4.297
O  -10.569  0.444  -2.059
H  -6.158  0.128  -4.002
H  -5.604  0.867  -2.653
H  -6.596  1.813  -3.895
H  -7.810  0.143  -1.633
H  -8.063  1.735  -2.198
H  -10.483  0.155  -5.220
H  -11.978  0.340  -4.315
H  -11.172  -1.194  -4.395


No. 2
Below is a cluster of 12 separate species, C48H72O36 in total, with properties calculated with ωB97M-V/def2-TZVPD.

Maximum force (eV/Å): 5.733
Lowest unoccupied orbital energy (Eh): 0.0032
Structure (SMILES): C[C@H]1COC(=O)O1.C[C@H]1COC(=O)O1.C[C@H]1COC(=O)O1.C[C@H]1COC(=O)O1.C[C@H]1COC(=O)O1.C[C@H]1COC(=O)O1.C[C@H]1COC(=O)O1.C[C@H]1COC(=O)O1.C[C@H]1COC(=O)O1.C[C@H]1COC(=O)O1.C[C@H]1COC(=O)O1.C[C@H]1COC(=O)O1
HOMO-LUMO gap (eV): 10.450
ΔE to the lowest compared entry with this formula, charge and spin (kcal/mol): 275.5
Net charge: 0

Cartesian coordinates (Å):
C  -1.146  -7.629  -23.369
C  -0.404  -8.867  -22.724
C  -0.526  -10.072  -23.645
O  0.802  -10.289  -24.124
C  1.636  -9.551  -23.446
O  2.848  -9.798  -23.398
O  1.012  -8.578  -22.785
H  -0.761  -7.412  -24.366
H  -0.850  -6.710  -22.864
H  -2.232  -7.653  -23.466
H  -0.717  -8.958  -21.684
H  -1.219  -10.118  -24.485
H  -0.731  -10.918  -22.988
C  3.157  -20.821  -28.982
C  3.809  -21.510  -30.160
C  5.094  -22.369  -29.937
O  4.683  -23.654  -30.161
C  3.567  -23.611  -30.856
O  3.099  -24.569  -31.419
O  2.984  -22.407  -30.845
H  2.715  -21.573  -28.329
H  2.357  -20.124  -29.230
H  3.818  -20.320  -28.276
H  3.927  -20.774  -30.955
H  5.594  -22.273  -28.974
H  5.814  -22.127  -30.718
C  11.728  -5.036  -24.598
C  12.147  -4.533  -23.233
C  12.993  -3.278  -23.214
O  12.540  -2.300  -22.327
C  11.261  -2.635  -22.076
O  10.422  -1.976  -21.518
O  11.003  -3.998  -22.550
H  12.516  -5.634  -25.056
H  11.473  -4.125  -25.140
H  10.927  -5.750  -24.408
H  12.501  -5.339  -22.591
H  13.027  -2.847  -24.215
H  14.029  -3.559  -23.030
C  5.336  -17.079  -18.896
C  6.412  -18.031  -19.427
C  6.048  -19.496  -19.583
O  5.908  -19.732  -20.978
C  6.265  -18.631  -21.635
O  6.337  -18.474  -22.809
O  6.611  -17.653  -20.801
H  5.767  -16.490  -18.086
H  4.575  -17.571  -18.290
H  4.772  -16.412  -19.547
H  7.315  -17.987  -18.818
H  5.093  -19.765  -19.133
H  6.827  -20.126  -19.154
C  8.518  -10.702  -19.486
C  8.442  -9.279  -19.095
C  7.169  -8.722  -18.507
O  7.367  -8.462  -17.136
C  8.699  -8.711  -16.928
O  9.246  -8.638  -15.818
O  9.290  -9.029  -18.086
H  7.609  -11.005  -20.006
H  8.559  -11.439  -18.684
H  9.180  -10.763  -20.349
H  8.875  -8.788  -19.966
H  6.482  -9.562  -18.405
H  6.945  -7.893  -19.177
C  -6.744  -7.054  -31.215
C  -5.381  -6.484  -31.088
C  -4.855  -6.595  -29.605
O  -3.603  -7.382  -29.715
C  -3.359  -7.480  -31.079
O  -2.334  -7.929  -31.596
O  -4.402  -7.130  -31.806
H  -7.056  -7.936  -30.655
H  -7.133  -7.348  -32.190
H  -7.350  -6.205  -30.901
H  -5.578  -5.492  -31.493
H  -5.712  -7.015  -29.079
H  -4.659  -5.647  -29.104
C  8.673  -17.391  -35.274
C  9.918  -16.718  -35.765
C  9.686  -15.541  -36.685
O  10.340  -14.480  -36.076
C  10.508  -14.810  -34.788
O  10.850  -14.055  -33.881
O  10.484  -16.095  -34.613
H  9.055  -18.293  -34.797
H  8.010  -17.743  -36.064
H  8.027  -16.804  -34.621
H  10.653  -17.400  -36.191
H  8.639  -15.300  -36.871
H  10.192  -15.826  -37.607
C  3.146  -10.152  -37.495
C  1.760  -10.279  -38.138
C  1.031  -8.993  -38.643
O  0.685  -9.402  -39.958
C  1.480  -10.384  -40.421
O  1.494  -10.966  -41.497
O  2.216  -10.897  -39.370
H  2.984  -9.955  -36.435
H  3.650  -9.381  -38.077
H  3.773  -11.011  -37.735
H  1.279  -11.048  -37.533
H  1.671  -8.117  -38.537
H  0.187  -8.728  -38.006
C  6.813  -14.183  -29.311
C  6.592  -12.900  -28.556
C  7.727  -11.989  -28.150
O  7.207  -10.713  -28.605
C  6.125  -10.851  -29.268
O  5.342  -10.021  -29.677
O  5.866  -12.135  -29.543
H  7.362  -13.967  -30.227
H  5.892  -14.429  -29.838
H  7.213  -15.099  -28.874
H  5.738  -13.049  -27.895
H  8.664  -12.274  -28.631
H  7.909  -12.125  -27.084
C  3.688  -2.376  -33.240
C  2.395  -3.315  -33.311
C  1.104  -2.721  -32.523
O  0.137  -2.674  -33.522
C  0.629  -3.088  -34.748
O  -0.065  -3.318  -35.724
O  1.962  -3.331  -34.668
H  3.613  -1.534  -33.928
H  4.624  -2.899  -33.437
H  3.775  -1.981  -32.228
H  2.492  -4.368  -33.044
H  1.382  -1.747  -32.120
H  0.794  -3.340  -31.681
C  13.492  -17.361  -28.870
C  14.367  -18.695  -29.011
C  14.077  -19.456  -30.263
O  15.179  -19.267  -31.125
C  16.190  -18.674  -30.471
O  17.177  -18.316  -31.061
O  15.754  -18.349  -29.158
H  12.522  -17.512  -28.396
H  13.088  -17.018  -29.823
H  13.740  -16.505  -28.243
H  14.048  -19.187  -28.092
H  13.249  -19.005  -30.809
H  13.858  -20.512  -30.102
C  16.362  -17.181  -22.486
C  16.594  -15.621  -22.398
C  17.491  -15.033  -23.499
O  16.689  -14.002  -24.120
C  15.449  -13.982  -23.542
O  14.463  -13.289  -23.931
O  15.376  -14.977  -22.611
H  16.532  -17.483  -23.519
H  15.343  -17.442  -22.197
H  17.213  -17.682  -22.025
H  17.006  -15.383  -21.417
H  17.694  -15.920  -24.100
H  18.365  -14.559  -23.052


No. 3
Below is a cluster of 2 separate species, CH4O2 in total, with properties calculated with ωB97M-V/def2-TZVPD.

Maximum force (eV/Å): 6.484
2S+1: 3
Lowest unoccupied orbital energy (alpha / beta) (Eh): 0.0358 / -0.0786
⟨S²⟩: 2.005
HOMO-LUMO gap (alpha / beta) (eV): 7.471 / 9.180
ΔE to the lowest compared entry with this formula, charge and spin (kcal/mol): 3.8
Net charge: 0

Cartesian coordinates (Å):
C  -0.535  0.739  -0.801
O  1.088  -0.825  0.907
O  -0.994  -0.347  -1.035
H  -1.279  1.425  -0.275
H  0.406  1.046  -1.119
H  0.693  -1.698  0.770
H  0.621  -0.339  1.553


No. 4
Below is a structure of composition C29H39N3NbO2RbSi, with properties calculated with ωB97M-V/def2-TZVPD.

Maximum force (eV/Å): 3.809
Lowest unoccupied orbital energy (Eh): -0.2750
HOMO-LUMO gap (eV): 5.886
ΔE to the lowest compared entry with this formula, charge and spin (kcal/mol): 0.0
Net charge: +2

Cartesian coordinates (Å):
N  -0.658  -2.640  0.153
C  -1.808  -2.932  0.441
O  -2.921  -3.249  0.667
Rb  3.019  -4.219  -0.082
Nb  0.758  -1.331  -0.481
N  1.336  -2.023  -2.274
N  2.242  -1.861  0.748
C  0.162  -1.951  -3.196
C  2.416  -2.014  2.235
C  -0.415  -3.363  -3.303
C  0.607  -1.501  -4.594
C  -0.871  -0.959  -2.654
C  3.825  -2.561  2.536
C  2.249  -0.645  2.909
C  1.368  -3.017  2.714
H  0.346  -4.073  -3.661
H  -1.252  -3.355  -4.017
H  -0.782  -3.707  -2.328
H  1.179  -0.567  -4.546
H  -0.291  -1.321  -5.200
H  1.202  -2.262  -5.114
H  -1.009  -0.975  -1.522
H  -1.860  -1.240  -3.047
H  -0.632  0.065  -2.980
H  3.924  -3.656  2.386
H  4.017  -2.407  3.607
H  4.619  -2.029  1.983
H  3.083  0.024  2.651
H  2.250  -0.773  4.003
H  1.312  -0.142  2.629
H  0.349  -2.762  2.402
H  1.397  -3.049  3.810
H  1.568  -4.047  2.363
C  3.221  -0.982  0.026
H  2.705  -0.416  -0.807
H  3.655  -0.230  0.708
H  4.040  -1.592  -0.409
C  2.540  -2.707  -2.803
H  2.710  -2.399  -3.842
H  3.464  -2.399  -2.269
H  2.454  -3.814  -2.800
O  0.088  0.384  0.061
Si  -0.940  1.631  0.423
C  -0.364  2.391  2.014
C  0.499  3.494  1.970
C  0.961  4.080  3.155
C  0.564  3.565  4.394
C  -0.306  2.471  4.441
C  -0.783  1.899  3.256
C  -0.908  2.944  -0.888
C  -0.097  2.854  -2.024
C  -0.151  3.857  -3.003
C  -0.998  4.960  -2.846
C  -1.790  5.066  -1.698
C  -1.741  4.062  -0.722
C  -2.664  0.939  0.536
C  -3.682  1.403  -0.310
C  -4.990  0.920  -0.179
C  -5.285  -0.049  0.785
C  -4.263  -0.541  1.602
C  -2.957  -0.069  1.458
H  0.808  3.906  1.005
H  1.631  4.939  3.109
H  0.936  4.009  5.321
H  -0.622  2.060  5.402
H  -1.495  1.074  3.309
H  0.584  2.009  -2.146
H  0.474  3.774  -3.894
H  -1.037  5.736  -3.614
H  -2.450  5.923  -1.557
H  -2.369  4.152  0.171
H  -3.459  2.149  -1.077
H  -5.772  1.292  -0.841
H  -6.302  -0.426  0.896
H  -4.474  -1.310  2.346
H  -2.166  -0.470  2.100